# 1
{
  "formula": "C39H69Cl48FN5O3S2",
  "method": "wB97M-V/def2-TZVPD",
  "species": ["C", "C", "Cl", "C", "Cl", "N", "C", "N", "F", "C", "C", "C", "S", "C", "S", "N", "C", "C", "O", "C", "C", "N", "C", "N", "C", "C", "C", "O", "O", "H", "H", "H", "H", "H", "H", "H", "H", "H", "H", "H", "H", "H", "H", "H", "H", "H", "H", "H", "H", "H", "H", "H", "C", "Cl", "Cl", "H", "H", "C", "Cl", "Cl", "H", "H", "C", "Cl", "Cl", "H", "H", "C", "Cl", "Cl", "H", "H", "C", "Cl", "Cl", "H", "H", "C", "Cl", "Cl", "H", "H", "C", "Cl", "Cl", "H", "H", "C", "Cl", "Cl", "H", "H", "C", "Cl", "Cl", "H", "H", "C", "Cl", "Cl", "H", "H", "C", "Cl", "Cl", "H", "H", "C", "Cl", "Cl", "H", "H", "C", "Cl", "Cl", "H", "H", "C", "Cl", "Cl", "H", "H", "C", "Cl", "Cl", "H", "H", "C", "Cl", "Cl", "H", "H", "C", "Cl", "Cl", "H", "H", "C", "Cl", "Cl", "H", "H", "C", "Cl", "Cl", "H", "H", "C", "Cl", "Cl", "H", "H", "C", "Cl", "Cl", "H", "H", "C", "Cl", "Cl", "H", "H", "C", "Cl", "Cl", "H", "H"],
  "xyz": [[-0.682, -2.962, 2.112], [0.306, -3.940, 1.550], [0.613, -5.325, 2.539], [0.898, -3.816, 0.379], [1.998, -5.022, -0.225], [0.603, -2.702, -0.418], [-0.333, -2.567, -1.358], [-1.236, -3.423, -1.794], [-1.338, -4.669, -1.266], [-2.178, -2.977, -2.824], [-3.093, -4.098, -3.337], [-4.276, -3.425, -4.062], [-5.813, -3.242, -3.091], [-5.470, -2.639, -1.396], [-4.711, -3.665, -0.385], [-5.910, -1.355, -1.009], [-4.883, -0.306, -1.137], [-4.324, 0.173, 0.222], [-4.285, -0.874, 1.171], [-5.620, -1.184, 1.516], [-6.572, -1.358, 0.304], [-0.306, -1.336, -1.891], [0.680, -0.729, -1.252], [1.234, -1.502, -0.356], [2.326, -1.102, 0.535], [3.083, 0.145, 0.069], [2.420, 1.460, 0.471], [2.827, 2.500, 0.087], [1.295, 1.433, 1.283], [-0.999, -2.226, 1.374], [-0.280, -2.434, 2.980], [-1.565, -3.500, 2.464], [-1.674, -2.550, -3.689], [-2.819, -2.240, -2.335], [-2.520, -4.651, -4.095], [-3.376, -4.836, -2.589], [-3.925, -2.470, -4.468], [-4.534, -4.047, -4.918], [-5.374, 0.575, -1.565], [-4.077, -0.548, -1.830], [-4.950, 0.985, 0.623], [-3.316, 0.584, 0.128], [-6.029, -0.487, 2.261], [-5.582, -2.149, 2.033], [-7.190, -2.273, 0.368], [-7.276, -0.517, 0.317], [0.909, 0.298, -1.480], [2.999, -1.946, 0.698], [1.904, -0.873, 1.520], [4.049, 0.145, 0.580], [3.273, 0.105, -1.006], [0.535, 1.631, 0.722], [5.304, 4.135, -1.503], [4.794, 3.491, -3.076], [5.843, 5.808, -1.623], [4.462, 4.086, -0.820], [6.118, 3.535, -1.131], [-0.521, -5.821, 6.312], [-1.274, -7.364, 6.730], [-1.473, -4.458, 6.909], [0.466, -5.780, 6.757], [-0.445, -5.749, 5.233], [-5.760, 2.017, -4.915], [-5.149, 3.219, -3.771], [-6.059, 0.464, -4.123], [-6.689, 2.377, -5.340], [-5.024, 1.874, -5.699], [-4.714, -6.072, 6.649], [-5.430, -5.845, 5.045], [-5.953, -6.354, 7.875], [-4.050, -6.928, 6.617], [-4.156, -5.181, 6.912], [-10.451, -2.180, 1.856], [-8.823, -2.678, 1.364], [-10.651, -0.430, 1.707], [-11.176, -2.673, 1.219], [-10.610, -2.465, 2.890], [-0.682, 0.921, -4.786], [-0.164, 1.859, -6.180], [-2.415, 0.588, -4.805], [-0.150, -0.024, -4.784], [-0.447, 1.482, -3.887], [-7.029, -3.720, -7.460], [-5.617, -2.660, -7.550], [-7.521, -3.999, -5.783], [-7.851, -3.255, -7.992], [-6.782, -4.672, -7.914], [-10.425, -3.792, -3.482], [-9.438, -3.421, -2.064], [-11.941, -4.581, -3.025], [-10.654, -2.869, -4.001], [-9.869, -4.457, -4.132], [9.763, 3.813, 0.931], [10.515, 4.416, 2.399], [8.265, 2.953, 1.311], [9.539, 4.648, 0.276], [10.447, 3.129, 0.443], [-3.272, -7.465, -0.380], [-4.065, -7.298, -1.952], [-4.437, -7.749, 0.912], [-2.585, -8.303, -0.424], [-2.730, -6.549, -0.166], [8.058, 8.678, 0.966], [8.890, 7.117, 1.107], [6.580, 8.634, -0.024], [7.790, 9.007, 1.965], [8.746, 9.385, 0.514], [1.369, -1.064, -8.525], [0.937, -2.425, -9.563], [0.799, -1.303, -6.869], [2.447, -0.963, -8.509], [0.916, -0.162, -8.921], [7.417, 8.357, 4.801], [9.114, 7.916, 4.558], [7.135, 10.065, 4.454], [6.801, 7.761, 4.136], [7.151, 8.159, 5.833], [0.522, -5.831, -3.628], [-0.048, -6.478, -5.164], [1.105, -4.162, -3.805], [-0.295, -5.844, -2.918], [1.338, -6.446, -3.267], [8.904, 12.075, 7.724], [7.366, 11.737, 8.527], [9.554, 10.635, 6.932], [8.746, 12.843, 6.975], [9.617, 12.418, 8.465], [11.162, 11.626, 1.896], [10.928, 10.168, 0.913], [10.516, 11.410, 3.526], [12.223, 11.839, 1.969], [10.648, 12.454, 1.421], [-1.300, -8.971, 10.084], [-2.052, -10.513, 10.509], [-2.255, -7.599, 10.659], [-0.317, -8.926, 10.538], [-1.215, -8.910, 9.007], [4.721, -1.689, -5.120], [4.512, -1.592, -6.863], [3.312, -1.043, -4.261], [4.857, -2.728, -4.842], [5.594, -1.111, -4.838], [9.916, 4.575, 5.925], [11.520, 4.434, 6.653], [8.741, 3.520, 6.727], [9.581, 5.601, 6.013], [9.982, 4.290, 4.881], [-12.638, 2.590, 1.794], [-12.257, 3.569, 0.372], [-14.345, 2.138, 1.836], [-12.042, 1.686, 1.763], [-12.406, 3.162, 2.685], [7.397, 1.502, -5.765], [8.062, -0.138, -5.780], [5.900, 1.608, -6.697], [7.188, 1.786, -4.739], [8.126, 2.179, -6.197], [-11.740, -8.273, -3.015], [-10.062, -8.564, -2.537], [-12.856, -9.343, -2.160], [-11.991, -7.245, -2.782], [-11.835, -8.449, -4.081], [13.921, 13.312, 4.606], [13.817, 13.313, 2.838], [12.407, 13.840, 5.342], [14.143, 12.306, 4.943], [14.713, 13.989, 4.907]],
  "lowdin_charge": [-0.0558, -0.6857, 0.7526, -0.7036, 0.7272, 0.0351, -0.3233, -0.0048, 0.0486, -0.1436, -0.2468, -0.4591, 0.7831, -0.9926, 0.7760, -0.1739, -0.1692, -0.1793, -0.1688, -0.2265, -0.2498, 0.2152, -0.0678, 0.0249, -0.0767, -0.0484, -0.4902, 0.1614, 0.0753, 0.0829, 0.0984, 0.0956, 0.1164, 0.0943, 0.1053, 0.0124, 0.0649, 0.0536, 0.0673, 0.0951, 0.1275, 0.1173, 0.1266, 0.1005, -0.0417, 0.1178, 0.1567, 0.1370, 0.1335, 0.1459, 0.1239, 0.1195, -1.0284, 0.4933, 0.5114, 0.0006, -0.0007, -0.9939, 0.5681, 0.5429, 0.0309, -0.0214, -1.0142, 0.5030, 0.5448, 0.0286, 0.0054, -1.0640, 0.4894, 0.5152, -0.0215, -0.0264, -0.9434, 0.6329, 0.5617, 0.0319, 0.0325, -1.0689, 0.5326, 0.5363, -0.0458, 0.0184, -0.9890, 0.5227, 0.5334, 0.0290, 0.0291, -1.0155, 0.5128, 0.5473, 0.0302, -0.0106, -1.0303, 0.5502, 0.5013, -0.0205, 0.0292, -1.0315, 0.5472, 0.5254, 0.0265, -0.0047, -1.0227, 0.5074, 0.4940, -0.0319, -0.0651, -1.0160, 0.5261, 0.4943, -0.0247, 0.0288, -0.9891, 0.5172, 0.5089, 0.0288, 0.0302, -1.0139, 0.5549, 0.5408, -0.0024, 0.0250, -1.0170, 0.5057, 0.4809, 0.0268, 0.0264, -1.0084, 0.5694, 0.4845, -0.0748, 0.0351, -1.0461, 0.5103, 0.4966, 0.0258, -0.0382, -1.0046, 0.5402, 0.4648, 0.0316, -0.0212, -1.0569, 0.5084, 0.4955, -0.0295, -0.0590, -1.0435, 0.4991, 0.5072, -0.0682, 0.0272, -1.0037, 0.5216, 0.5050, 0.0090, 0.0288, -1.0456, 0.4932, 0.5061, -0.0479, 0.0260, -0.9883, 0.5640, 0.4978, 0.0312, 0.0263],
  "total_energy_ha": -25011.90097,
  "gap_ev": 7.062,
  "homo_ev": -9.992,
  "e_lumo_ev": -2.93,
  "total_charge": 1,
  "molar_mass_g_mol": 2440.89
}



# 2
{
  "formula": "C39H70F3FeN8O7S2",
  "method": "wB97M-V/def2-TZVPD",
  "species": ["Fe", "S", "O", "O", "O", "O", "C", "F", "F", "F", "S", "O", "O", "O", "C", "C", "N", "C", "C", "C", "C", "H", "H", "H", "H", "H", "H", "H", "H", "H", "H", "H", "H", "H", "H", "H", "C", "C", "N", "C", "C", "C", "C", "H", "H", "H", "H", "H", "H", "H", "H", "H", "H", "H", "H", "H", "H", "H", "C", "C", "N", "C", "C", "C", "C", "H", "H", "H", "H", "H", "H", "H", "H", "H", "H", "H", "H", "H", "H", "H", "N", "C", "C", "C", "C", "H", "H", "H", "H", "H", "N", "C", "C", "C", "C", "H", "H", "H", "H", "H", "N", "C", "C", "C", "C", "H", "H", "H", "H", "H", "N", "C", "C", "C", "C", "H", "H", "H", "H", "H", "N", "C", "C", "C", "C", "H", "H", "H", "H", "H"],
  "xyz": [[-0.720, -0.890, 2.789], [-0.075, -0.186, 0.650], [0.595, 0.279, 1.887], [-0.133, -1.617, 0.984], [-1.443, 0.108, 1.176], [0.334, 0.259, -0.641], [-4.525, -3.324, 3.592], [-5.173, -4.470, 3.621], [-5.236, -2.494, 2.829], [-4.428, -2.808, 4.808], [-2.823, -3.562, 2.799], [-2.133, -4.535, 3.616], [-3.077, -4.007, 1.453], [-2.132, -2.233, 2.886], [0.230, 2.140, 3.975], [-0.892, 1.497, 4.791], [-1.720, 0.432, 4.085], [-2.487, -0.314, 5.172], [-3.016, 0.501, 6.352], [-2.777, 1.239, 3.366], [-3.898, 0.422, 2.671], [0.710, 2.943, 4.539], [-0.243, 2.624, 3.120], [1.035, 1.456, 3.741], [-0.494, 1.018, 5.686], [-1.519, 2.302, 5.167], [-3.313, -0.814, 4.685], [-1.802, -1.040, 5.611], [-2.261, 1.036, 6.929], [-3.713, 1.313, 6.136], [-3.504, -0.162, 7.067], [-2.375, 1.886, 2.590], [-3.313, 1.847, 4.090], [-4.453, 1.117, 2.032], [-4.679, 0.037, 3.326], [-3.563, -0.317, 1.948], [-1.920, 1.026, -3.927], [-2.747, 2.246, -4.306], [-2.942, 2.491, -5.784], [-1.631, 2.649, -6.436], [-0.883, 3.851, -5.872], [-3.581, 1.324, -6.401], [-5.027, 1.139, -5.940], [-0.996, 0.963, -4.499], [-2.499, 0.127, -4.140], [-1.629, 1.016, -2.879], [-3.771, 2.147, -3.949], [-2.371, 3.201, -3.946], [-1.021, 1.743, -6.296], [-1.682, 2.717, -7.525], [-0.163, 4.274, -6.574], [-1.614, 4.610, -5.594], [-0.308, 3.559, -4.992], [-3.046, 0.364, -6.365], [-3.593, 1.548, -7.473], [-5.058, 0.697, -4.939], [-5.471, 0.420, -6.628], [-5.552, 2.084, -5.812], [4.656, -2.620, -1.123], [3.725, -2.442, 0.076], [3.299, -3.662, 0.789], [2.579, -4.670, 0.002], [1.542, -4.046, -0.946], [4.435, -4.249, 1.513], [3.971, -5.187, 2.611], [5.674, -2.853, -0.809], [4.633, -1.648, -1.620], [4.406, -3.395, -1.847], [4.186, -1.816, 0.845], [2.818, -1.880, -0.162], [2.061, -5.352, 0.675], [3.254, -5.294, -0.597], [1.211, -4.781, -1.679], [2.015, -3.264, -1.542], [0.678, -3.627, -0.434], [5.091, -4.778, 0.805], [5.087, -3.486, 1.944], [3.338, -4.739, 3.378], [3.442, -6.073, 2.259], [4.835, -5.592, 3.147], [4.016, 2.604, 0.015], [3.212, 2.295, 1.054], [3.813, 2.754, 2.212], [4.977, 3.461, 1.808], [5.123, 3.305, 0.470], [3.889, 2.388, -0.967], [2.299, 1.751, 0.872], [3.377, 2.658, 3.194], [5.601, 4.029, 2.479], [5.909, 3.612, -0.197], [1.785, 1.993, -2.278], [1.633, 3.318, -2.568], [2.717, 3.688, -3.338], [3.573, 2.559, -3.449], [2.981, 1.534, -2.751], [1.151, 1.349, -1.816], [0.769, 3.898, -2.294], [2.883, 4.669, -3.751], [4.540, 2.579, -3.926], [3.326, 0.534, -2.544], [1.751, -2.483, 2.940], [1.893, -1.381, 3.742], [0.945, -1.450, 4.738], [0.137, -2.596, 4.496], [0.659, -3.193, 3.371], [2.427, -2.854, 2.254], [2.694, -0.682, 3.569], [0.847, -0.842, 5.624], [-0.591, -3.014, 5.169], [0.437, -4.122, 2.873], [0.144, -1.285, -3.069], [0.705, -1.051, -4.300], [0.040, -1.864, -5.185], [-0.696, -2.821, -4.450], [-0.559, -2.454, -3.141], [0.259, -0.776, -2.197], [1.411, -0.255, -4.474], [0.213, -1.803, -6.250], [-1.273, -3.651, -4.818], [-1.006, -2.806, -2.222], [-1.356, 2.714, -0.281], [-2.693, 3.047, -0.320], [-2.860, 4.083, 0.549], [-1.597, 4.517, 1.024], [-0.688, 3.656, 0.445], [-0.957, 1.914, -0.725], [-3.416, 2.578, -0.964], [-3.850, 4.437, 0.803], [-1.396, 5.402, 1.603], [0.393, 3.632, 0.431]],
  "lowdin_spin": [4.2240, 0.0170, 0.1097, 0.1002, 0.1377, 0.0151, 0.0043, 0.0016, 0.0004, 0.0003, 0.0114, 0.0084, 0.0056, 0.0856, -0.0001, 0.0069, 0.0745, 0.0061, 0.0033, 0.0039, -0.0005, -0.0001, 0.0000, -0.0002, -0.0001, 0.0019, -0.0002, 0.0002, 0.0001, 0.0002, 0.0004, -0.0001, 0.0018, -0.0001, 0.0000, -0.0004, 0.0000, 0.0000, 0.0000, 0.0000, 0.0000, 0.0000, 0.0000, 0.0000, 0.0000, 0.0000, 0.0000, 0.0000, 0.0000, 0.0000, 0.0000, 0.0000, 0.0000, 0.0000, 0.0000, 0.0000, 0.0000, 0.0000, 0.0000, 0.0000, -0.0001, 0.0000, 0.0006, 0.0000, 0.0003, 0.0000, 0.0000, 0.0000, 0.0000, 0.0000, 0.0000, 0.0000, 0.0000, 0.0000, 0.0005, 0.0000, 0.0000, 0.0002, 0.0000, 0.0000, 0.0001, 0.0009, 0.0000, 0.0000, 0.0000, 0.0000, 0.0009, 0.0000, 0.0000, 0.0000, -0.0001, 0.0000, 0.0000, 0.0000, 0.0000, -0.0001, 0.0000, 0.0000, 0.0000, 0.0000, 0.0266, 0.0495, 0.0305, 0.0217, 0.0426, 0.0003, 0.0017, 0.0006, 0.0006, 0.0012, 0.0000, 0.0000, 0.0000, 0.0000, 0.0000, -0.0001, 0.0000, 0.0000, 0.0000, 0.0000, 0.0012, 0.0005, 0.0001, 0.0004, 0.0000, 0.0003, 0.0000, 0.0000, 0.0000, 0.0000],
  "total_energy_ha": -4852.36214,
  "gap_ev": [8.219, 5.879],
  "homo_ev": [-7.988, -7.988],
  "e_lumo_ev": [0.23, -2.11],
  "total_charge": 0,
  "multiplicity": 6,
  "molar_mass_g_mol": 940.01
}